[1]
Computed, not measured: a molecular structure, C40H41N3OPRhSe2Te, with wB97M-V/def2-TZVPD.

Values from the calculation:
- HOMO level (spin up / spin down) (eV) = -9.40 / -10.17
- ΔE to the lowest compared entry with this formula, charge and spin (kJ/mol) = 0.0
- E_tot (Ha) = -7310.8909
- <S²> = 8.775
- HOMO-LUMO gap (spin up / spin down) (eV) = 7.5 / 5.4

Geometry as ORCA input:
```
! RIJCOSX wB97M-V def2-TZVPD def2/J DEFGRID3
* xyz 1 6
Te -0.836 -1.746 0.939
Rh -0.409 2.630 0.160
Se 1.523 3.028 1.763
Se -0.599 5.236 0.115
P 1.453 4.934 0.690
O 0.509 1.513 -1.652
N -0.296 0.283 -0.041
N -4.558 2.515 1.471
N -2.588 2.317 0.546
C -3.753 -3.391 0.046
C -3.123 -3.878 1.310
C -3.198 -5.465 3.148
C 2.162 6.257 1.682
C -0.304 -4.408 -4.838
C 2.504 5.949 -1.641
C -3.229 2.483 1.680
C -0.294 -3.123 3.776
C -3.824 -6.646 3.821
C -1.254 -2.662 -3.308
C 2.455 -1.039 -0.177
C -4.775 2.369 0.124
C -2.091 -4.838 3.710
C -3.542 2.249 -0.437
C 1.962 -0.946 -2.542
C 2.483 4.834 -0.803
C 4.004 4.813 -3.127
C 2.945 -1.891 -2.779
C 3.524 6.224 1.970
C 1.939 8.293 2.932
C 3.990 3.703 -2.299
C 1.370 7.291 2.161
C 0.146 -4.342 -2.365
C 0.625 0.442 -0.991
C -1.983 -3.298 1.872
C 0.009 -3.779 -1.103
C -3.704 -4.962 1.959
C 3.233 3.713 -1.136
C 4.086 7.222 2.743
C -2.308 -0.847 -2.013
C 0.705 -4.415 0.061
C 3.259 5.938 -2.795
C -1.480 -3.751 3.102
C -1.426 -2.059 -2.066
C 3.689 -2.400 -1.723
C 3.293 8.258 3.223
C 3.454 -1.966 -0.428
C -0.472 -3.796 -3.480
C -0.781 -2.634 -0.969
C 1.705 -0.538 -1.235
H -4.590 -5.417 1.530
H -1.258 -4.769 -5.225
H 4.464 -3.130 -1.912
H -3.259 -1.067 -2.503
H -1.699 -5.200 4.653
H 0.387 -5.249 -4.811
H -2.521 -0.500 -1.003
H -4.798 -6.878 3.396
H 3.737 9.039 3.825
H -0.162 -3.555 4.767
H 4.146 5.422 1.590
H 0.077 -3.675 -5.549
H 3.138 -2.227 -3.789
H -5.257 2.638 2.182
H -3.293 -3.855 -0.828
H 0.763 -5.225 -2.480
H 1.386 -0.528 -3.357
H 0.311 7.315 1.934
H 5.143 7.198 2.968
H 1.322 9.101 3.302
H -0.008 -4.879 0.747
H 3.222 2.843 -0.493
H 4.567 2.824 -2.550
H -5.762 2.368 -0.299
H 0.632 -3.293 3.220
H 4.056 -2.344 0.388
H 4.593 4.808 -4.035
H -3.668 -2.310 -0.069
H -3.949 -6.468 4.889
H -3.191 -7.528 3.710
H 1.394 -5.184 -0.284
H 1.293 -3.688 0.627
H -1.842 -0.015 -2.547
H 3.271 6.804 -3.443
H -1.754 -2.228 -4.167
H -0.405 -2.043 3.904
H -3.282 2.127 -1.474
H 1.918 6.828 -1.393
H -4.813 -3.641 0.039
H 2.269 -0.682 0.829
H -2.778 2.592 2.652
*
```

Here are the Mulliken charges for atoms 1 to 8, given in e:
1. Te 0.790
2. Rh 0.210
3. Se -0.399
4. Se -0.410
5. P 0.841
6. O -0.904
7. N -0.813
8. N -0.039


[2]
Computed, not measured: a molecular structure, C40H42BFN9OS2SiSr at a distorted geometry, with wB97M-V/def2-TZVPD.

Values from the calculation:
- HOMO level (eV) = -4.12
- ΔE to the lowest compared entry with this formula, charge and spin (kJ/mol) = 57.3
- E_tot (Ha) = -3359.0763
- HOMO-LUMO gap (eV) = 6.2

Geometry as ORCA input:
```
! RIJCOSX wB97M-V def2-TZVPD def2/J DEFGRID3
* xyz -1 1
Sr -0.415 0.272 -1.209
S 0.257 -1.161 -4.094
S 0.010 -1.097 1.625
Si -2.459 3.336 0.117
F 0.670 1.746 -2.578
O -0.757 0.108 1.106
N 1.996 -2.331 -2.274
N 1.839 1.096 -0.031
N -2.774 -2.360 -1.577
N -2.392 0.505 -2.852
N -1.140 2.791 -0.814
N -1.518 -2.092 -1.136
N -3.510 -0.257 -2.889
N 1.894 -1.188 -1.573
N 1.327 -3.587 -3.988
C -2.164 -4.189 3.008
C 1.912 2.281 0.586
C 1.364 3.838 -3.349
C -1.175 -2.069 2.526
C 2.819 0.199 0.162
C -3.597 1.050 -4.674
C 2.649 -0.854 4.652
C 5.536 -4.202 0.344
C 5.025 -2.118 -0.748
C -1.749 -4.320 -1.432
C 1.475 1.251 4.539
C 1.256 5.228 -3.360
C -0.430 3.620 -1.628
C 3.329 -3.254 0.500
C 4.228 -4.265 0.812
C -3.807 4.083 -0.935
C 2.746 -1.084 -0.601
C -3.080 -3.559 3.834
C 0.732 0.789 3.457
C 1.913 -1.327 3.579
C 0.956 -0.500 3.010
C -0.504 5.040 -1.701
C 3.717 -2.169 -0.278
C 5.930 -3.126 -0.441
C 3.878 0.463 1.029
C -3.233 1.928 1.062
C -2.093 -1.421 3.342
C -2.930 -3.676 -1.756
C 2.427 0.434 5.134
C 0.305 5.808 -2.531
C -2.439 1.290 -3.922
C 0.540 3.115 -2.528
C 3.942 1.694 1.660
C -1.985 4.592 1.435
C -1.204 -3.438 2.335
C 2.953 2.634 1.427
C -0.901 -3.274 -1.058
C -4.243 0.050 -3.971
C -3.048 -2.175 3.998
C 1.232 -2.357 -3.396
B -3.872 -1.248 -1.740
H 0.185 6.886 -2.524
H -4.245 2.218 1.367
H 0.986 -3.659 -4.929
H -4.649 4.423 -0.321
H 2.066 3.305 -3.977
H -5.172 -0.464 -4.153
H -1.699 5.566 1.030
H -1.637 1.991 -4.107
H -3.780 -1.684 4.627
H 1.077 2.949 0.397
H 5.330 -1.284 -1.370
H 2.300 -3.315 0.841
H -2.205 -5.259 2.856
H 6.240 -4.990 0.583
H 4.639 -0.286 1.197
H 0.006 1.415 2.950
H -4.175 3.329 -1.640
H 1.888 5.826 -4.003
H -3.874 -4.056 -2.113
H 4.766 1.912 2.329
H 1.315 2.258 4.903
H -3.319 1.013 0.469
H 3.906 -5.107 1.413
H 2.097 -4.164 -3.694
H 3.008 0.803 5.970
H -2.834 4.746 2.113
H 0.147 -3.318 -0.794
H 3.403 -1.485 5.104
H -1.226 5.544 -1.072
H -2.652 1.686 1.959
H -1.525 -5.371 -1.497
H -3.837 -4.143 4.343
H -3.446 4.931 -1.524
H -3.907 1.522 -5.591
H 6.943 -3.072 -0.819
H -0.514 -3.913 1.651
H 2.964 3.609 1.896
H -2.077 -0.342 3.438
H 2.091 -2.323 3.187
H -4.904 -1.813 -2.059
H -1.142 4.222 2.031
H -3.976 -0.649 -0.684
*
```

Here are the Mulliken charges for atoms 1 to 8, given in e:
1. Sr 1.457
2. S -0.336
3. S 0.991
4. Si 0.070
5. F 0.115
6. O -0.253
7. N -1.333
8. N 0.912


[3]
Computed, not measured: 2 unconnected molecules or ions with the total composition C40H42Br2F3NO4, with wB97M-V/def2-TZVPD.

Values from the calculation:
- HOMO level (eV) = -9.18
- ΔE to the lowest compared entry with this formula, charge and spin (kJ/mol) = 0.0
- E_tot (Ha) = -7352.7121
- HOMO-LUMO gap (eV) = 8.4

Geometry as ORCA input:
```
! RIJCOSX wB97M-V def2-TZVPD def2/J DEFGRID3
* xyz 0 1
Br -0.190 -0.500 5.549
Br 0.534 3.729 3.815
F -1.605 2.281 4.566
F 1.714 1.353 5.176
F 0.082 1.995 6.464
O 0.429 -2.183 2.190
O 0.302 -2.695 -2.676
O -5.513 -3.836 -1.656
O -6.103 -3.479 -0.404
N -7.006 -0.881 1.121
C -2.244 -3.464 -1.473
C 0.947 0.693 2.348
C -2.182 -3.188 1.298
C 1.218 1.495 0.009
C 0.740 3.850 -1.627
C -3.271 -3.995 -0.703
C -0.037 -1.883 1.110
C 1.177 1.394 -1.376
C 3.477 0.130 -3.481
C 0.460 -0.740 0.277
C -8.726 -0.032 -0.317
C 1.515 2.658 -2.147
C -4.426 -4.699 -1.366
C -9.616 0.019 0.744
C -7.872 -0.826 2.131
C -0.333 2.016 4.135
C -0.645 3.894 -1.758
C -1.180 -2.629 0.517
C 6.002 -1.157 0.417
C 0.900 0.450 0.862
C 3.982 -0.276 -2.082
C -1.369 4.963 -1.257
C 0.827 0.174 -1.975
C 7.073 -0.823 1.454
C -9.181 -0.387 1.995
C -0.402 1.226 2.847
C -0.718 6.008 -0.611
C 1.384 4.903 -0.986
C -0.102 -2.163 -1.662
C 0.425 -0.868 -1.123
C 6.613 -1.001 2.902
C -3.227 -3.853 0.683
C 5.336 -1.007 -2.053
C 0.380 1.339 5.334
C 0.663 5.975 -0.479
C -1.212 -2.768 -0.865
C 0.889 -0.032 -3.468
C -7.441 -0.486 -0.073
C 2.225 -0.624 -3.942
C 6.276 -0.525 -0.943
H 2.214 -0.656 -5.034
H -1.098 0.404 3.008
H 6.220 0.563 -0.855
H -2.244 -3.579 -2.549
H -4.770 -5.533 -0.751
H 0.101 -0.721 -3.765
H 4.064 0.607 -1.441
H 6.653 -2.045 3.215
H -4.113 -5.086 -2.335
H 0.720 0.906 -3.993
H 2.293 -1.657 -3.602
H 7.251 -0.440 3.586
H -4.025 -4.276 1.280
H 2.461 4.890 -0.877
H -0.803 1.913 2.102
H -2.133 -3.098 2.375
H -9.020 0.270 -1.313
H 1.736 1.421 2.543
H 7.413 0.205 1.313
H 5.844 -0.893 -3.013
H -6.717 -0.541 -0.880
H 5.594 -0.641 3.042
H -1.173 3.083 -2.246
H 1.273 2.534 -3.199
H 5.180 -2.078 -1.907
H -9.839 -0.366 2.852
H 5.031 -0.827 0.800
H 7.944 -1.462 1.290
H -1.280 6.841 -0.213
H 7.306 -0.764 -1.225
H 3.315 1.208 -3.519
H 3.231 -0.905 -1.601
H -7.497 -1.149 3.095
H 4.271 -0.072 -4.204
H 1.222 -0.218 2.871
H -10.630 0.366 0.597
H 1.178 6.784 0.022
H 1.495 2.448 0.447
H 2.581 2.870 -2.061
H -2.446 4.994 -1.361
H -5.715 -2.610 -0.218
H 5.945 -2.241 0.287
*
```

Here are the Mulliken charges for atoms 1 to 8, given in e:
1. Br -0.101
2. Br -0.090
3. F -0.333
4. F -0.188
5. F -0.236
6. O -0.592
7. O -0.596
8. O -0.243


[4]
Computed, not measured: a molecular structure, C40H42Cl2N8O7SSeTl at a distorted geometry, with wB97M-V/def2-TZVPD.

Values from the calculation:
- HOMO level (eV) = -4.49
- ΔE to the lowest compared entry with this formula, charge and spin (kJ/mol) = 204.4
- E_tot (Ha) = -6406.5947
- HOMO-LUMO gap (eV) = 6.7

Geometry as ORCA input:
```
! RIJCOSX wB97M-V def2-TZVPD def2/J DEFGRID3
* xyz -1 1
Tl -0.546 0.533 -0.375
Se -3.882 -0.586 1.405
Cl -4.610 2.400 2.277
Cl -1.907 6.221 4.885
S -2.609 -1.725 -0.341
O 0.829 2.023 1.071
O -1.546 -2.432 0.405
O 1.706 6.341 -6.031
O 0.905 2.103 -1.641
O -1.992 1.627 1.276
O -0.443 6.387 -5.895
O -1.883 2.463 -1.367
N 1.602 -2.686 2.356
N -2.105 -0.541 -1.173
N -0.343 -1.593 2.829
N 0.994 -0.797 1.070
N 0.651 5.976 -5.523
N 1.128 -2.644 -3.191
N -0.513 -1.087 -3.584
N 1.022 -0.679 -1.879
C 5.004 0.416 0.852
C 2.996 -0.044 2.040
C -3.117 3.179 2.629
C -5.053 -1.513 3.838
C 3.147 -0.309 -2.816
C 1.474 -2.954 -4.558
C 0.554 2.958 1.810
C -4.588 -1.927 2.587
C -0.737 4.471 3.199
C 1.864 -3.369 -2.189
C 2.520 -3.202 1.379
C -1.901 4.887 3.777
C 4.339 0.161 -0.366
C 2.308 -0.375 0.877
C 0.573 -1.416 -2.854
C -5.673 -3.767 4.384
C 1.943 4.518 -4.056
C 0.811 3.047 -2.451
C -0.442 3.660 -2.855
C -0.715 3.359 2.333
C -0.944 -0.349 3.234
C -0.935 0.279 -3.770
C 5.080 0.289 -1.562
C -5.208 -4.184 3.149
C 2.050 -2.852 3.718
C -0.466 4.620 -3.854
C -4.666 -3.278 2.255
C -1.687 3.295 -2.232
C 2.368 -0.450 -1.673
C -5.592 -2.424 4.724
C 0.749 -1.633 2.047
C 1.998 3.575 -3.085
C -1.927 2.652 2.002
C 0.698 5.040 -4.478
C -3.108 4.238 3.490
C 2.963 -0.236 -0.388
C -1.449 -2.075 -4.059
C 4.489 0.056 -2.770
C -0.978 -2.782 3.344
C 4.330 0.348 2.037
H 1.922 -4.419 -2.482
H -4.295 -3.615 1.298
H -1.411 5.051 -4.156
H 5.040 0.169 -3.695
H 4.823 0.581 2.973
H -2.023 -0.470 3.340
H -0.172 0.950 -3.389
H -1.163 -3.061 -3.701
H -0.531 -0.021 4.198
H -4.030 4.570 3.936
H -2.045 -2.723 3.113
H -0.572 -3.662 2.851
H 1.155 -3.972 -4.802
H 1.472 -2.229 4.397
H 2.883 -2.988 -2.033
H -5.959 -2.096 5.688
H 0.990 -2.260 -5.240
H 2.071 -3.100 0.400
H 2.667 -0.429 -3.779
H 1.951 -3.896 4.026
H -1.874 0.475 -3.251
H 0.189 4.987 3.408
H -0.865 -2.866 4.431
H 3.488 -2.687 1.386
H 6.116 0.599 -1.508
H -6.095 -4.481 5.079
H 6.049 0.694 0.825
H -1.492 -2.082 -5.155
H 2.560 -2.883 -4.704
H -2.442 -1.833 -3.674
H 2.835 4.887 -4.540
H 2.687 -4.263 1.582
H 2.938 3.155 -2.761
H -1.069 0.460 -4.842
H -0.758 0.409 2.485
H 1.395 3.593 2.164
H 1.297 -3.295 -1.264
H -5.279 -5.230 2.877
H 3.106 -2.561 3.795
H 2.457 -0.080 2.977
H -4.989 -0.464 4.096
H -2.554 3.878 -2.613
*
```

Here are the Mulliken charges for atoms 1 to 8, given in e:
1. Tl 2.232
2. Se -0.062
3. Cl -0.205
4. Cl -0.271
5. S -0.241
6. O -0.367
7. O -0.454
8. O -0.677


The highest E_tot belongs to which entry? C40H42BFN9OS2SiSr